[1]
{"formula": "C5H6O2", "method": "ωB97M-V/def2-TZVPD", "symbols": ["O", "C", "C", "O", "C", "C", "C", "H", "H", "H", "H", "H", "H"], "positions_angstrom": [[-0.165, -0.826, -1.773], [-0.018, -0.199, -0.560], [-0.190, -1.276, 0.533], [-1.600, -1.391, 0.202], [-1.474, -0.437, -0.749], [1.224, 1.465, 0.773], [0.756, 1.052, -0.401], [-0.065, -0.947, 1.563], [0.282, -2.234, 0.320], [-2.454, -0.149, -1.170], [1.128, 0.861, 1.672], [1.713, 2.426, 0.890], [0.862, 1.655, -1.301]], "lowdin_charge": [0.00, -0.49, -0.04, -0.02, -0.06, 0.03, -0.07, 0.12, 0.14, 0.17, 0.06, 0.06, 0.11], "total_energy_ha": -344.46136, "multiplicity": 1, "gap_ev": 10.17, "e_homo_ev": -9.204}

***

[2]
{"formula": "C5H6O2S", "method": "ωB97M-V/def2-TZVPD", "symbols": ["C", "C", "C", "C", "C", "H", "H", "H", "H", "H", "H", "O", "O", "S"], "positions_angstrom": [[0.901, -0.329, 0.042], [-0.270, -1.114, -0.681], [-1.376, -0.245, -0.066], [-0.809, 1.111, 0.142], [0.598, 1.118, -0.191], [1.214, -0.172, 2.149], [1.734, -0.497, -0.571], [-0.272, -1.375, -1.731], [-0.112, -2.067, 0.008], [1.383, 1.702, 0.158], [0.713, 1.198, -1.301], [0.808, -0.861, 1.290], [-1.568, 2.078, 0.427], [-2.946, -0.547, 0.326]], "lowdin_charge": [-0.49, -0.09, -0.67, -0.42, -0.07, 0.27, 0.12, 0.12, 0.16, 0.11, 0.17, -0.06, 0.05, 0.80], "total_energy_ha": -742.66989, "multiplicity": 1, "smiles": "O=C1C[C@@H](O)CC1=S", "gap_ev": 7.55, "e_homo_ev": -8.801}

***

[3]
{"formula": "C5H6O2S", "method": "ωB97M-V/def2-TZVPD", "symbols": ["C", "C", "C", "C", "C", "O", "O", "S", "H", "H", "H", "H", "H", "H"], "positions_angstrom": [[1.637, -0.316, -0.738], [2.414, -0.907, 0.085], [1.107, 0.325, -1.986], [0.342, 0.438, -0.697], [-1.203, -0.858, 1.409], [-1.414, -1.572, -1.158], [-2.281, 0.568, -0.538], [-1.261, -0.392, -0.349], [1.756, 1.022, -2.382], [0.745, -0.410, -2.744], [0.788, 2.370, 0.183], [-1.536, -1.918, 1.299], [-0.118, -0.716, 1.735], [-2.023, -0.163, 1.822]], "lowdin_charge": [-0.43, 0.22, -0.08, -0.25, -0.12, -0.30, -0.32, 0.56, 0.08, 0.14, 0.26, 0.07, 0.08, 0.10], "total_energy_ha": -742.40602, "multiplicity": 1, "gap_ev": 7.69, "e_homo_ev": -9.968}

***

[4]
{"formula": "C5H6O2S", "method": "ωB97M-V/def2-TZVPD", "symbols": ["C", "C", "C", "C", "C", "H", "H", "H", "H", "H", "H", "O", "O", "S"], "positions_angstrom": [[0.609, 2.879, -0.452], [0.106, 0.598, -1.045], [-0.013, -0.723, -0.742], [-0.213, -1.051, 0.580], [-0.872, -2.213, 1.184], [1.352, 3.022, -1.435], [0.272, 0.908, -1.984], [-0.047, -1.391, -1.535], [-0.171, -0.351, 1.267], [-1.274, -2.042, 2.222], [-1.070, -3.272, 0.468], [0.290, 1.567, -0.101], [0.575, -2.175, 1.164], [0.456, 4.245, 0.411]], "lowdin_charge": [-0.71, -0.09, 0.00, -0.31, -0.10, 0.13, 0.08, 0.11, 0.09, 0.12, 0.19, -0.11, -0.09, 0.69], "total_energy_ha": -742.61055, "multiplicity": 1, "smiles": "S=CO/C=C\\[C@H]1CO1", "gap_ev": 8.80, "e_homo_ev": -9.197}

***

[5]
{"formula": "C5H6O2S", "method": "ωB97M-V/def2-TZVPD", "symbols": ["C", "C", "C", "C", "C", "O", "O", "S", "H", "H", "H", "H", "H", "H"], "positions_angstrom": [[0.314, -1.114, 0.212], [-1.048, -1.427, 0.160], [-0.781, 1.170, -0.394], [0.713, 0.140, -0.074], [2.043, 0.635, -0.175], [-2.448, 0.429, 1.284], [-3.060, 0.006, -1.084], [-2.083, 0.093, -0.067], [0.914, -2.038, 0.453], [-1.249, -2.482, 0.117], [-0.668, 2.207, -0.284], [2.754, -0.221, -0.148], [2.377, 1.017, 0.765], [2.222, 1.585, -0.764]], "lowdin_charge": [-0.17, -0.08, 0.02, -0.21, -0.10, -0.31, -0.29, 0.59, 0.14, 0.08, 0.05, 0.10, 0.07, 0.12], "total_energy_ha": -742.57214, "multiplicity": 1, "smiles": "CC1=CS(=O)(=O)C=C1", "gap_ev": [8.45, 7.26], "e_homo_ev": [-9.370, -8.339]}

***

[6]
{"formula": "C5H6O3", "method": "ωB97M-V/def2-TZVPD", "symbols": ["C", "C", "C", "C", "C", "H", "H", "H", "H", "H", "H", "O", "O", "O"], "positions_angstrom": [[0.571, -0.830, -0.650], [0.497, 0.682, -0.792], [-0.417, -0.045, 0.129], [-1.839, -0.139, -0.037], [-3.021, -0.022, -0.221], [1.470, -1.648, 0.804], [0.311, -1.498, -1.485], [0.119, 1.041, -1.681], [2.179, 1.034, -0.222], [0.455, 0.970, 1.391], [-4.129, -0.067, -0.373], [1.749, -1.299, -0.018], [1.379, 1.518, -0.109], [-0.022, 0.068, 1.502]], "lowdin_charge": [-0.19, -0.20, -0.43, -0.04, 0.13, 0.08, 0.16, 0.13, 0.10, 0.14, 0.06, 0.02, 0.04, 0.01], "total_energy_ha": -419.70322, "multiplicity": 1, "smiles": "C#C[C@@]1(O)[C@H](O)[C@@H]1O", "gap_ev": 10.33, "e_homo_ev": -9.718}

***

[7]
{"formula": "C5H6O3", "method": "ωB97M-V/def2-TZVPD", "symbols": ["C", "C", "C", "C", "C", "H", "H", "H", "H", "H", "H", "O", "O", "O"], "positions_angstrom": [[-0.770, 0.309, -0.015], [-1.582, -0.819, -0.325], [-0.016, -0.976, -0.408], [1.648, 0.099, 0.393], [0.652, 0.929, -0.449], [-1.589, 1.358, 1.442], [-2.059, -0.946, -1.177], [-2.378, -0.970, 0.410], [0.305, -0.857, -1.527], [2.657, 0.021, -0.174], [1.888, 0.742, 1.240], [-0.820, 0.564, 1.408], [1.053, -1.208, 0.439], [1.012, 1.755, -1.257]], "lowdin_charge": [-0.33, 0.04, -0.21, -0.10, -0.33, 0.21, 0.05, 0.14, 0.20, 0.16, 0.13, -0.05, -0.03, 0.10], "total_energy_ha": -419.61878, "multiplicity": 1, "gap_ev": 9.37, "e_homo_ev": -8.824}

***

[8]
{"formula": "C5H6O3", "method": "ωB97M-V/def2-TZVPD", "symbols": ["C", "C", "C", "C", "C", "H", "H", "H", "H", "H", "H", "O", "O", "O"], "positions_angstrom": [[-2.265, 0.078, -0.028], [-0.171, 0.679, -0.313], [1.279, 0.780, 0.091], [1.345, -0.761, -0.124], [-0.227, -0.704, 0.244], [-0.161, 0.534, -1.405], [1.391, 0.883, 1.180], [1.923, 1.504, -0.427], [1.869, -1.338, 0.616], [1.544, -1.139, -1.112], [-0.162, -0.585, 1.325], [-3.425, -0.051, 0.013], [-1.444, 1.154, 0.086], [-1.497, -1.034, -0.146]], "lowdin_charge": [-0.55, -0.28, -0.08, -0.04, -0.25, 0.18, 0.12, 0.12, 0.10, 0.11, 0.16, 0.20, 0.12, 0.11], "total_energy_ha": -419.75792, "multiplicity": 1, "smiles": "O=C1O[C@H]2CC[C@@H]2O1", "gap_ev": 11.65, "e_homo_ev": -10.782}

***

[9]
{"formula": "C5H6O3Rb", "method": "ωB97M-V/def2-TZVPD", "symbols": ["O", "C", "O", "C", "C", "C", "C", "O", "H", "H", "H", "H", "H", "Rb", "H"], "positions_angstrom": [[0.263, -7.903, 1.138], [-0.136, -6.907, 0.717], [-0.541, -5.899, 0.300], [-0.519, 3.884, 0.385], [0.010, 2.666, 0.562], [-0.150, 1.508, -0.359], [1.119, 0.764, -0.709], [1.025, -0.426, -1.284], [-1.058, 4.144, -0.531], [-0.479, 4.642, 1.171], [0.495, 2.437, 1.519], [-0.669, 1.861, -1.280], [-0.512, 0.604, 0.289], [-0.814, -2.779, -0.877], [1.965, 1.403, -1.040]], "mulliken_spin": [0.00, 0.00, 0.00, 0.02, 0.02, -0.13, 0.73, 0.19, 0.00, 0.00, -0.02, 0.07, 0.04, 0.02, 0.07], "total_energy_ha": -443.82929, "multiplicity": 2, "s_squared": 0.754, "gap_ev": [2.83, 5.81], "e_homo_ev": [-3.795, -6.825]}

***

[10]
{"formula": "C5H6O4Sr", "method": "ωB97M-V/def2-TZVPD", "symbols": ["C", "H", "H", "C", "H", "H", "C", "C", "O", "C", "O", "O", "O", "H", "H", "Sr"], "positions_angstrom": [[2.729, -1.445, -0.496], [3.407, -1.379, 0.363], [3.162, -1.854, -1.416], [1.417, -1.170, -0.385], [0.817, -1.152, -1.304], [1.420, 0.734, 1.482], [0.549, 0.137, 1.159], [-0.550, 0.956, 0.684], [-0.367, 2.286, 0.735], [-1.448, 3.106, 0.746], [-2.563, 2.772, 1.028], [-1.029, 4.298, 0.384], [0.198, -0.856, 1.967], [-1.381, 0.560, 0.095], [-1.744, 4.944, 0.470], [0.669, -3.138, 1.305]], "mulliken_spin": [0.01, 0.00, 0.01, 0.17, 0.00, 0.00, 0.02, 0.61, 0.08, 0.01, 0.02, 0.00, 0.02, 0.02, 0.00, 0.03], "total_energy_ha": -525.43257, "multiplicity": 2, "charge": 1, "s_squared": 0.762, "gap_ev": [5.68, 6.19], "e_homo_ev": [-10.800, -11.351]}